1.
{
  "formula": "C41H37BN9Pt",
  "method": "ωB97M-V/def2-TZVPD",
  "symbols": ["Pt", "C", "C", "C", "C", "N", "N", "B", "N", "N", "C", "C", "C", "C", "C", "C", "C", "C", "C", "C", "N", "N", "C", "C", "C", "C", "C", "C", "C", "C", "C", "C", "C", "C", "C", "C", "C", "C", "H", "H", "H", "H", "H", "H", "H", "H", "H", "H", "H", "H", "H", "H", "H", "H", "H", "H", "H", "H", "H", "H", "H", "H", "H", "H", "H", "H", "C", "C", "C", "C", "C", "C", "N", "N", "C", "C", "C", "C", "C", "N", "H", "H", "H", "H", "H", "H", "H", "H", "H"],
  "coordinates": [[-0.082, 0.268, 0.156], [0.928, -2.620, 4.642], [0.505, -1.387, 3.909], [0.059, -0.187, 4.427], [-0.183, 0.641, 3.327], [0.059, -0.043, 2.210], [0.504, -1.282, 2.564], [1.022, -2.320, 1.528], [2.134, -1.627, 0.696], [1.835, -0.426, 0.148], [2.949, 0.084, -0.399], [3.989, -0.822, -0.168], [3.441, -1.883, 0.530], [4.099, -3.123, 1.043], [3.056, 1.405, -1.053], [2.148, 2.441, -0.845], [2.304, 3.678, -1.448], [3.399, 3.907, -2.271], [4.314, 2.888, -2.489], [4.145, 1.651, -1.888], [-0.099, -2.700, 0.542], [-1.058, -1.797, 0.209], [-1.901, -2.403, -0.642], [-1.479, -3.724, -0.828], [-0.341, -3.877, -0.057], [0.525, -5.081, 0.123], [-3.143, -1.787, -1.143], [-3.825, -0.845, -0.376], [-5.027, -0.310, -0.819], [-5.575, -0.737, -2.020], [-4.911, -1.692, -2.781], [-3.699, -2.209, -2.349], [-0.639, 2.043, 3.355], [-0.062, 3.011, 2.538], [-0.497, 4.326, 2.588], [-1.504, 4.692, 3.468], [-2.077, 3.735, 4.298], [-1.648, 2.417, 4.242], [0.803, -2.462, 5.710], [1.974, -2.859, 4.447], [0.329, -3.480, 4.344], [-0.022, 0.089, 5.467], [1.453, -3.286, 2.080], [5.018, -0.717, -0.475], [5.165, -3.087, 0.831], [3.682, -4.016, 0.576], [3.966, -3.223, 2.122], [1.313, 2.301, -0.172], [1.584, 4.465, -1.263], [3.541, 4.877, -2.731], [5.167, 3.057, -3.136], [4.857, 0.859, -2.087], [-1.963, -4.475, -1.433], [0.061, -5.941, -0.355], [0.678, -5.311, 1.179], [1.508, -4.927, -0.330], [-3.425, -0.582, 0.593], [-5.541, 0.430, -0.217], [-6.527, -0.343, -2.356], [-5.341, -2.036, -3.713], [-3.170, -2.928, -2.964], [0.758, 2.741, 1.882], [-0.039, 5.069, 1.946], [-1.835, 5.722, 3.522], [-2.858, 4.015, 4.995], [-2.113, 1.665, 4.871], [2.644, -0.957, -4.534], [2.194, 0.352, -4.647], [1.246, 0.848, -3.764], [0.752, 0.028, -2.758], [1.184, -1.289, -2.650], [2.129, -1.778, -3.537], [-0.201, 0.516, -1.830], [-1.050, 1.423, -2.265], [-1.919, 1.821, -1.322], [-2.954, 2.719, -1.643], [-3.850, 3.088, -0.677], [-3.736, 2.559, 0.619], [-2.714, 1.694, 0.888], [-1.808, 1.333, -0.044], [3.388, -1.340, -5.222], [2.586, 0.995, -5.426], [0.893, 1.871, -3.832], [0.759, -1.934, -1.888], [2.454, -2.810, -3.461], [-3.000, 3.084, -2.659], [-4.653, 3.777, -0.913], [-4.434, 2.819, 1.403], [-2.594, 1.261, 1.869]],
  "mulliken_charge": [0.64, -1.54, 0.80, -1.18, -0.32, -0.37, 0.66, -1.09, 1.15, -0.32, 0.24, -1.10, 0.60, -1.39, 0.66, 1.61, -0.76, -0.66, -0.87, -1.20, 0.80, -0.20, -0.25, -1.30, 0.76, -1.41, 1.00, -0.16, -0.55, -0.67, -0.80, -0.72, 0.21, -0.02, -0.76, -0.49, -0.79, -0.36, 0.40, 0.26, 0.29, 0.59, -0.09, 0.53, 0.43, 0.20, 0.25, -0.38, 0.47, 0.42, 0.44, 0.38, 0.57, 0.44, 0.26, 0.20, 0.58, 0.52, 0.43, 0.41, 0.42, 0.69, 0.46, 0.43, 0.42, 0.48, -0.64, -0.70, -0.42, -0.35, 0.33, -0.69, 1.80, -1.05, 0.38, -0.64, -0.57, -1.34, -0.36, 0.46, 0.42, 0.42, 0.52, 0.20, 0.46, 0.60, 0.46, 0.57, 0.82],
  "total_charge": 1,
  "s2": 2.020,
  "spin_multiplicity": 3,
  "de_lowest_ev": 0.423,
  "e_homo_ha": [-0.3485, -0.4042]
}

=====

2.
{
  "formula": "C4H10NO3",
  "method": "ωB97M-V/def2-TZVPD",
  "symbols": ["C", "C", "N", "C", "C", "O", "O", "H", "H", "H", "H", "H", "H", "H", "H", "H", "H", "O"],
  "coordinates": [[-0.953, -1.945, 1.281], [-0.969, -0.423, 1.431], [0.355, 0.127, 1.750], [1.319, -0.170, 0.699], [1.007, 0.378, -0.715], [0.596, 1.570, -0.714], [1.232, -0.351, -1.699], [-1.958, -2.274, 1.015], [-0.619, -2.423, 2.205], [-0.223, -2.220, 0.527], [-1.437, 0.076, 0.576], [-1.644, -0.211, 2.272], [0.246, 1.136, 1.667], [1.652, -1.212, 0.722], [2.253, 0.333, 0.939], [-1.147, 0.446, -2.187], [-1.383, 1.607, -1.243], [-1.857, 0.992, -1.833]],
  "mulliken_charge": [-1.20, -0.13, -0.55, -0.81, 0.62, -0.77, -0.75, 0.37, 0.28, 0.31, 0.19, 0.38, 0.35, 0.37, 0.35, 0.31, 0.34, -0.69],
  "total_charge": -1,
  "spin_multiplicity": 1,
  "de_lowest_ev": 0.743,
  "e_homo_ha": -0.1577
}

=====

3.
{
  "formula": "C20H29N2OPdS8",
  "method": "ωB97M-V/def2-TZVPD",
  "symbols": ["Pd", "O", "C", "S", "C", "C", "S", "S", "S", "C", "C", "S", "C", "C", "S", "C", "C", "S", "H", "H", "H", "H", "H", "H", "H", "H", "H", "H", "H", "H", "C", "N", "C", "C", "S", "N", "C", "C", "H", "H", "H", "H", "H", "H", "H", "H", "H", "H", "H", "H", "C", "C", "C", "C", "C", "C", "H", "H", "H", "H", "H"],
  "coordinates": [[0.950, 0.374, 0.902], [-1.169, 0.727, 7.463], [-0.841, 0.625, 6.326], [-0.251, -0.883, 5.584], [-0.023, -0.255, 3.976], [-0.310, 1.100, 3.789], [-0.198, 1.935, 2.315], [-0.860, 1.993, 5.171], [0.466, -1.315, 2.764], [4.098, -1.554, 1.232], [4.206, -0.537, 2.362], [2.904, 0.727, 2.492], [3.640, 2.235, 1.828], [3.888, 2.240, 0.334], [2.375, 1.867, -0.609], [2.959, 0.672, -1.840], [3.201, -0.754, -1.362], [4.713, -1.031, -0.391], [3.080, -1.934, 1.134], [4.718, -2.409, 1.507], [5.164, -0.016, 2.332], [4.153, -1.066, 3.315], [4.566, 2.440, 2.366], [2.922, 3.009, 2.110], [4.647, 1.514, 0.058], [4.222, 3.233, 0.029], [3.846, 1.092, -2.315], [2.165, 0.674, -2.590], [3.267, -1.397, -2.241], [2.357, -1.115, -0.773], [-4.329, -0.076, -1.042], [-3.226, 0.859, -0.846], [-3.284, 1.559, 0.430], [-2.185, 0.949, -1.678], [-0.642, 1.527, -1.153], [-2.370, 0.641, -2.973], [-3.635, 0.918, -3.657], [-1.263, 0.401, -3.890], [-4.498, -0.593, -0.097], [-4.073, -0.823, -1.787], [-5.249, 0.441, -1.320], [-4.259, 2.040, 0.518], [-2.502, 2.306, 0.489], [-3.166, 0.856, 1.257], [-4.273, 1.539, -3.035], [-4.166, 0.005, -3.929], [-3.408, 1.470, -4.569], [-0.413, 0.000, -3.354], [-0.970, 1.328, -4.388], [-1.593, -0.318, -4.639], [-1.989, -3.420, -1.018], [-2.375, -2.711, 0.114], [-1.666, -1.583, 0.510], [-0.555, -1.199, -0.220], [-0.183, -1.863, -1.373], [-0.899, -2.996, -1.763], [-2.541, -4.301, -1.319], [-3.227, -3.042, 0.695], [-1.968, -1.035, 1.395], [0.650, -1.532, -1.979], [-0.600, -3.539, -2.651]],
  "mulliken_charge": [0.12, -0.49, 0.58, -0.10, 0.21, 0.26, -0.26, -0.10, -0.32, -0.41, -0.91, 0.14, -0.93, -0.69, -0.03, -0.62, 0.29, -0.16, 0.03, 0.48, 0.47, 0.50, 0.50, 0.36, 0.28, 0.51, 0.50, 0.29, 0.56, -0.72, -1.38, 0.23, -1.12, 0.11, -0.14, 0.26, -1.20, -0.66, 0.46, 0.42, 0.36, 0.37, 0.40, 0.32, 0.41, 0.34, 0.40, 0.01, 0.34, 0.38, -0.72, -0.71, -0.15, 0.28, 0.09, -0.68, 0.40, 0.54, 0.49, 0.33, 0.46],
  "total_charge": 1,
  "s2": 6.031,
  "spin_multiplicity": 5,
  "de_lowest_ev": 0.191,
  "e_homo_ha": [-0.3763, -0.4176]
}

=====

4.
{
  "formula": "C4H14NO",
  "method": "ωB97M-V/def2-TZVPD",
  "symbols": ["C", "C", "N", "C", "C", "H", "H", "H", "H", "H", "H", "H", "H", "H", "H", "H", "H", "H", "H", "O"],
  "coordinates": [[-1.531, 0.896, 0.623], [-0.057, 1.140, 0.194], [0.312, -0.015, -0.698], [-0.695, -0.502, -1.865], [0.719, 1.175, 1.516], [-1.824, 0.650, 1.669], [-2.193, 1.646, 0.130], [-1.800, -0.099, 0.299], [0.022, 1.999, -0.427], [0.418, -0.902, -0.114], [1.197, 0.303, -1.147], [-1.545, -0.971, -1.313], [-0.224, -1.416, -2.272], [-0.851, 0.393, -2.498], [0.616, 0.274, 2.119], [1.788, 1.307, 1.363], [0.310, 1.937, 2.166], [1.440, -3.316, 0.263], [2.384, -2.169, -0.195], [1.513, -2.330, 0.185]],
  "mulliken_charge": [-0.99, 0.23, -0.38, -0.85, -1.46, 0.36, 0.29, 0.17, 0.47, 0.53, 0.39, 0.38, 0.34, 0.33, 0.38, 0.39, 0.43, 0.32, 0.31, -0.66],
  "total_charge": 1,
  "spin_multiplicity": 1,
  "de_lowest_ev": 1.434,
  "e_homo_ha": -0.5695
}

=====

5.
{
  "formula": "C2H3O3S",
  "method": "ωB97M-V/def2-TZVPD",
  "symbols": ["C", "C", "O", "O", "O", "S", "H", "H", "H"],
  "coordinates": [[0.043, -1.084, 0.460], [-0.411, 0.291, 0.524], [1.457, 0.794, -1.213], [-0.900, 1.017, -1.872], [0.694, -0.132, 1.311], [0.141, 1.423, -0.892], [-0.350, -1.928, 1.009], [0.419, -1.191, -0.554], [-1.092, 0.810, 1.225]],
  "mulliken_charge": [-0.36, -0.12, -0.64, -0.66, -0.42, 0.43, 0.28, 0.20, 0.30],
  "total_charge": -1,
  "spin_multiplicity": 1,
  "de_lowest_ev": 2.936,
  "e_homo_ha": -0.1159
}

=====

6.
{
  "formula": "C4H10N3",
  "method": "ωB97M-V/def2-TZVPD",
  "symbols": ["C", "C", "C", "C", "N", "N", "N", "H", "H", "H", "H", "H", "H", "H", "H", "H", "H"],
  "coordinates": [[-1.091, 1.368, -0.132], [-1.334, -0.653, 0.880], [0.944, -0.071, -0.116], [2.163, -0.490, -0.870], [-1.384, 0.737, 1.130], [-0.151, 0.485, -0.840], [-0.308, -0.787, -0.247], [-1.990, 1.401, -0.757], [-0.686, 2.370, -0.026], [-1.057, -1.252, 1.747], [-2.277, -1.012, 0.452], [1.124, 0.257, 0.909], [2.938, 0.259, -0.722], [1.958, -0.565, -1.935], [2.540, -1.441, -0.497], [-0.845, 1.068, 1.917], [-0.545, -1.673, -0.894]],
  "mulliken_charge": [-0.44, -0.52, 0.46, -1.41, -0.32, -0.33, 0.07, 0.27, 0.38, 0.37, 0.30, 0.38, 0.36, 0.35, 0.34, 0.33, 0.40],
  "total_charge": 1,
  "spin_multiplicity": 1,
  "de_lowest_ev": 2.783,
  "e_homo_ha": -0.5398
}

=====

Number 1: F_max 0.40 eV/A. Number 2: F_max 1.03 eV/A. Number 3: F_max 0.24 eV/A. Number 4: F_max 3.58 eV/A. Number 5: F_max 2.66 eV/A. Number 6: F_max 4.25 eV/A.